# 1
Computed, not measured: a 2-piece molecular cluster, C3H9NO2S overall at a distorted geometry, with wB97M-V/def2-TZVPD.

```
16
C3H9NO2S, DFT wB97M-V/def2-TZVPD
C -0.77551 0.02427 0.02058
O -1.21834 -0.97564 0.91555
C 0.75086 0.24015 0.07214
C 1.31783 1.22883 -0.98194
S 0.90073 2.99585 -0.71065
N 1.17209 0.61690 1.43711
H -0.98389 -0.27644 -1.02705
H -1.32742 0.95931 0.22720
H 1.18651 -0.76765 -0.24612
H 0.98415 0.91821 -1.96733
H 2.42622 1.12837 -1.02589
H 1.25058 1.63454 1.49693
H 0.39438 0.31067 2.08317
H -1.76795 -1.70219 0.40880
H -1.83173 -3.52760 -0.36266
O -2.47850 -2.80757 -0.33984
```

Computed properties:
Gap between HOMO and LUMO   5.86 eV
Total charge   -2
2S+1   1

# 2
Computed, not measured: a 6-piece molecular cluster, C24H51NO10P overall at a distorted geometry, with wB97M-V/def2-TZVPD.

```
87
C24H51NO10P, DFT wB97M-V/def2-TZVPD
O -3.46385 -4.36330 -5.66884
P -2.97540 -3.10962 -6.40944
C -1.49944 -2.23976 -5.60355
N -0.72443 -1.33814 -6.47747
C 0.40768 -0.57039 -6.04807
O 1.04072 0.27831 -7.00137
C 0.96415 -0.65059 -4.60360
C 0.22496 -1.60409 -3.61280
C 0.73764 -1.79353 -2.08642
O 0.24201 -1.09743 -1.16632
O 1.72651 -2.79884 -1.81532
C -1.05053 -2.39915 -4.12432
C -1.85993 -3.35167 -3.11955
C -3.43866 -2.64703 -3.08388
C -4.05696 -2.44149 -1.53932
O -4.54128 -3.54929 -2.58011
H -2.52248 -3.55342 -7.71818
H -3.97129 -2.11056 -6.65146
H -1.01084 -1.24257 -7.47455
H 1.96424 -0.07623 -7.15011
H 1.86948 -0.05281 -4.21355
H 1.74813 -3.34035 -2.64561
H -2.00127 -4.41722 -3.50008
H -1.49901 -3.27771 -2.03538
H -3.68845 -1.79920 -3.90025
H -3.49511 -2.86899 -0.64731
H -4.91295 -1.68423 -1.50840
C -8.26598 -3.00373 -0.20685
C -7.37808 -1.87772 0.29858
C -8.13856 -0.94842 1.23102
O -6.87965 -1.13162 -0.81230
H -9.11425 -2.60736 -0.77435
H -7.70942 -3.65689 -0.88478
H -8.65058 -3.60487 0.62079
H -6.51440 -2.29764 0.82224
H -8.98240 -0.48087 0.71337
H -7.49153 -0.13779 1.57716
H -8.51932 -1.48803 2.10166
H -7.63606 -0.75570 -1.28268
C 5.51349 0.83113 -5.07093
C 5.02462 1.00792 -6.49973
C 5.64142 2.23642 -7.14819
O 3.59957 1.13422 -6.50227
H 5.23472 1.69136 -4.45346
H 5.05305 -0.04946 -4.61316
H 6.59917 0.71508 -5.03692
H 5.27347 0.11888 -7.08585
H 5.36707 3.14523 -6.60279
H 5.27239 2.35751 -8.17018
H 6.73103 2.16236 -7.17634
H 3.36857 1.91887 -5.98596
C 0.31646 2.24860 1.06740
C 0.12662 2.03281 2.56071
C 1.07341 0.96803 3.09108
O -1.22015 1.63858 2.81439
H 0.10670 1.32931 0.51019
H -0.37830 3.00798 0.69775
H 1.33723 2.56848 0.84139
H 0.29631 2.97319 3.09240
H 0.89034 0.00411 2.60408
H 0.91789 0.81520 4.16222
H 2.11663 1.24974 2.92576
H -1.37979 0.80713 2.34789
C 0.59174 -0.84820 6.78761
C 2.09239 -0.93132 6.55717
C 2.76065 -1.83967 7.57724
O 2.65747 0.37600 6.64423
H 0.36995 -0.43333 7.77616
H 0.12712 -0.18291 6.05473
H 0.12543 -1.83388 6.71068
H 2.28912 -1.30477 5.54805
H 2.61495 -1.45921 8.59342
H 3.83989 -1.88010 7.40652
H 2.35977 -2.85519 7.52428
H 2.48805 0.71489 7.53399
C 2.50435 4.06590 5.34242
C 3.20192 4.96510 6.35067
C 4.61787 5.29930 5.90830
O 3.24263 4.31308 7.61800
H 3.03676 3.11518 5.23359
H 1.49217 3.82423 5.67876
H 2.44227 4.54558 4.36162
H 2.62933 5.88803 6.47797
H 5.22331 4.39140 5.81840
H 5.11084 5.93619 6.64774
H 4.61906 5.81612 4.94498
H 3.74758 3.49488 7.51537
```

Computed properties:
Gap between HOMO and LUMO   5.69 eV
Total charge   +1
2S+1   1

# 3
Computed, not measured: a 4-piece molecular cluster, C31H50BrN3O12S overall at a distorted geometry, with wB97M-V/def2-TZVPD.

```
98
C31H50BrN3O12S, DFT wB97M-V/def2-TZVPD
C 1.87636 -3.99712 1.28983
C 1.40440 -3.53820 -0.16037
O 1.19214 -2.11292 -0.28546
C 2.15532 -1.38081 0.40620
O 3.31978 -1.41222 0.06210
C 1.81574 -0.51522 1.69212
C 0.25592 -0.36601 1.94428
C -0.34763 1.02330 1.47103
C -1.87314 0.92723 1.06208
C -2.33526 0.21076 -0.11944
N -1.37695 -0.45977 -0.97523
C -0.93850 0.30531 -1.92024
C 0.31515 -0.23695 -2.72421
C -1.51534 1.71444 -2.30317
C -3.81052 0.10850 -0.54064
Br -4.20759 -0.89437 -2.18234
C -4.85284 0.76590 0.24806
C -6.36052 0.74295 -0.14185
C -7.02130 -0.69002 -0.16152
C -6.98571 -1.45500 1.22365
O -8.28730 -1.83656 1.71515
C -8.94665 -2.73257 0.81032
C -4.34402 1.51274 1.46672
N -5.22226 2.20961 2.27943
S -4.27937 2.89180 3.48659
N -2.73070 2.39199 3.04888
C -2.88413 1.63056 1.91601
H 1.36678 -3.39345 2.09365
H 1.53677 -5.06214 1.45277
H 2.99269 -3.91272 1.31962
H 2.07100 -3.95091 -0.97118
H 0.39376 -4.01938 -0.31923
H 2.22811 -1.09319 2.56801
H 2.36225 0.46614 1.66324
H -0.32273 -1.19107 1.44719
H 0.09681 -0.44144 3.05981
H 0.24123 1.46853 0.61507
H -0.32508 1.71370 2.36484
H 0.05828 -0.12011 -3.81527
H 1.17173 0.44165 -2.44094
H 0.55444 -1.29864 -2.45586
H -1.06247 2.04009 -3.28662
H -2.63437 1.72391 -2.42004
H -1.18307 2.44350 -1.50444
H -6.41962 1.13685 -1.20475
H -6.99312 1.41503 0.49364
H -6.55456 -1.38353 -0.92395
H -8.08492 -0.54568 -0.52625
H -6.47190 -0.84196 2.02560
H -6.36015 -2.40007 1.14013
H -9.48687 -3.55130 1.35143
H -9.74653 -2.13018 0.27009
H -8.26890 -3.11482 -0.01361
C -2.27244 8.38492 -3.80686
C -1.55408 7.51827 -4.82245
O -1.79297 6.12661 -4.57515
C -2.98319 5.66654 -4.97912
O -3.84434 6.30583 -5.52655
O -3.05960 4.36998 -4.64797
C -4.32288 3.77256 -4.94104
H -2.01042 8.08213 -2.79067
H -2.01090 9.43555 -3.94338
H -3.35519 8.28657 -3.89984
H -0.47735 7.66887 -4.73183
H -1.83224 7.78158 -5.84514
H -4.60370 3.92882 -5.98268
H -5.08712 4.17229 -4.27265
H -4.23179 2.70148 -4.76367
C 5.67915 -1.02975 -1.66006
C 5.40798 -2.52149 -1.69566
O 5.85991 -3.09428 -2.93355
C 7.17760 -3.29849 -3.02704
O 7.99805 -3.05746 -2.17800
O 7.43381 -3.80260 -4.24364
C 8.82335 -3.98505 -4.51156
H 5.25249 -0.54105 -2.53943
H 5.25320 -0.58214 -0.76444
H 6.75131 -0.82302 -1.66994
H 4.33452 -2.69554 -1.64420
H 5.85928 -3.03451 -0.84340
H 9.30345 -4.57700 -3.73205
H 9.31283 -3.01520 -4.61367
H 8.91100 -4.51988 -5.45629
C 3.26909 -2.98748 7.92570
C 3.53686 -1.50380 8.08613
O 4.72716 -1.11523 7.38847
C 4.59940 -0.97967 6.06373
O 3.59003 -1.14489 5.42575
O 5.79629 -0.64870 5.56353
C 5.82343 -0.56122 4.13797
H 4.14483 -3.56933 8.22133
H 2.41686 -3.29321 8.53492
H 3.05483 -3.23959 6.88582
H 3.70703 -1.27715 9.13959
H 2.68507 -0.90319 7.75989
H 5.04504 0.10563 3.76640
H 5.71738 -1.55591 3.70222
H 6.79244 -0.15704 3.84945
```

Computed properties:
Gap between HOMO and LUMO   7.56 eV
2S+1   1

# 4
Computed, not measured: a 2-piece molecular cluster, C4H6INO overall at a distorted geometry, with wB97M-V/def2-TZVPD.

```
13
C4H6INO, DFT wB97M-V/def2-TZVPD
C 0.07956 1.84037 -1.07308
C 0.12506 0.93660 0.14919
C 0.60635 1.04216 1.44862
N 0.46047 -0.09755 2.04218
O -0.14894 -0.93906 1.27442
C -0.43468 -0.33596 0.02421
H -0.14630 1.09999 -1.92017
H 0.99090 2.50041 -1.28742
H -0.83544 2.40482 -1.02655
H 0.94949 1.91906 1.97236
H -0.87081 -0.82573 -0.81762
I -1.18100 -4.65455 -0.46379
H 0.40534 -4.89056 -0.32235
```

Computed properties:
Gap between HOMO and LUMO   10.13 eV
2S+1   1

# 5
Computed, not measured: C24H22BF4GeNO6S2Ta as an isolated structure at a distorted geometry, with wB97M-V/def2-TZVPD.

```
62
C24H22BF4GeNO6S2Ta, DFT wB97M-V/def2-TZVPD
Ta 2.23580 -1.60224 0.26755
S 3.64547 -1.56359 -4.10831
C 4.84346 -0.92845 -3.05830
C 4.31970 -0.73473 -1.82449
N 3.00157 -1.08490 -1.70648
C 2.52797 -1.54004 -2.84993
H 5.84468 -0.75080 -3.39763
H 4.82702 -0.34676 -0.95775
H 1.51365 -1.87708 -2.95067
O 0.62325 -1.12708 1.31913
C 0.04858 -2.03953 0.63582
O 0.49625 -2.16006 -0.54186
C -1.17527 -2.70468 1.08352
C -2.11770 -1.81991 0.26502
Ge -1.43352 0.09805 0.15539
C 0.07903 0.51312 -1.07835
C -0.09952 0.33653 -2.44849
C 0.81375 0.84843 -3.35248
C 1.91557 1.56560 -2.90354
C 2.11941 1.72976 -1.54633
C 1.21118 1.19797 -0.63083
C -1.42803 0.91549 1.97197
C -2.30071 0.39778 2.92319
C -2.43160 0.99079 4.16597
C -1.68042 2.11136 4.47807
C -0.82029 2.64386 3.53409
C -0.70493 2.05982 2.28411
C -3.03638 0.94647 -0.71108
C -2.93783 1.99932 -1.61383
C -4.07098 2.62561 -2.10421
C -5.32718 2.21175 -1.69964
C -5.44629 1.17144 -0.79381
C -4.30931 0.55556 -0.30539
H -1.30934 -2.56468 2.15405
H -1.21943 -3.75743 0.80917
H -3.10409 -1.79941 0.72217
H -2.20962 -2.20570 -0.74998
H -0.99754 -0.15687 -2.79987
H 0.64290 0.73221 -4.41294
H 2.58821 2.02274 -3.61380
H 2.95498 2.30762 -1.18418
H 1.30750 1.44539 0.41754
H -2.90270 -0.47049 2.68910
H -3.12099 0.58069 4.88907
H -1.77561 2.57068 5.44963
H -0.24014 3.52249 3.77107
H -0.06123 2.51747 1.54875
H -1.96188 2.33547 -1.93354
H -3.97665 3.44228 -2.80371
H -6.21158 2.69963 -2.07742
H -6.42215 0.84301 -0.46745
H -4.42377 -0.24154 0.41617
F 2.78616 -1.35152 2.80914
B 3.22125 -0.09284 2.82741
F 2.31308 0.84069 2.78706
F 4.46935 0.15819 3.03093
F 3.21172 -0.07437 0.69945
O 3.80828 -4.94872 0.84710
S 3.20175 -3.72496 0.53650
O 4.00582 -2.45091 0.66816
O 2.69262 -3.50562 -0.84334
O 1.98674 -3.31237 1.31337
```

Computed properties:
Gap between HOMO and LUMO   7.22 eV
Total charge   +1
2S+1   1

# 6
Computed, not measured: one molecule with the formula C3H5BO2 at a distorted geometry, with wB97M-V/def2-TZVPD.

```
11
C3H5BO2, DFT wB97M-V/def2-TZVPD
O 1.66900 -0.96328 0.67609
B 1.08728 0.10966 0.11105
O 1.82903 0.99782 -0.59887
C -0.43733 0.19734 0.06550
C -1.60127 0.65386 0.53183
C -1.74796 -0.34829 -0.50391
H 2.60054 -1.15917 0.80519
H 2.68100 0.70640 -0.56203
H -1.97129 1.33222 1.10928
H -1.94895 -1.31826 -0.05206
H -2.16006 -0.20829 -1.58206
```

Computed properties:
Gap between HOMO and LUMO   9.22 eV
2S+1   1

# 7
Computed, not measured: C12H39N10O7Sn as an isolated structure at a distorted geometry, with wB97M-V/def2-TZVPD.

```
69
C12H39N10O7Sn, DFT wB97M-V/def2-TZVPD
Sn -1.95318 -1.93894 -1.71605
O -0.75486 -0.54856 0.59619
H -0.18239 0.10272 0.14602
C 4.96369 -1.32878 -2.24162
C 3.71272 -0.45403 -2.18899
C 3.61764 0.57874 -0.98109
O 2.38190 1.34890 -1.21126
C 1.72696 1.77325 -0.05035
N 3.58898 0.35030 -3.34593
H 5.77507 -0.88511 -2.81862
H 4.84860 -2.27604 -2.76847
H 5.31979 -1.68413 -1.27466
H 2.82720 -1.08882 -2.22029
H 4.42573 1.30617 -0.90405
H 3.71130 -0.01153 -0.06955
H 2.39553 2.38254 0.55783
H 1.21238 1.00965 0.53293
H 0.98092 2.49841 -0.37543
H 4.52751 0.60287 -3.62066
H 3.13413 1.23657 -3.17939
C -1.70545 1.38297 -4.00550
C -0.81502 1.73961 -2.73127
C -1.70778 2.21197 -1.55910
O -2.28981 3.44357 -1.98503
C -3.14641 3.98315 -0.95890
N -0.18479 0.48373 -2.37404
H -1.14342 0.91271 -4.81240
H -2.29683 2.19122 -4.43575
H -2.36722 0.57252 -3.70002
H -0.00419 2.43810 -2.93805
H -1.21364 2.22898 -0.58769
H -2.60687 1.60959 -1.42924
H -2.73456 3.71927 0.01519
H -4.00218 3.31386 -0.87053
H -3.51737 5.00739 -0.99656
H 0.70589 0.46783 -2.84999
H 0.20176 0.78850 -1.49211
C 1.32240 -0.23773 3.60565
O 2.25458 -0.16336 2.89109
N 0.12635 -0.13138 3.20703
N 1.33166 -0.46243 4.93618
H -0.08997 -0.19206 2.22234
H -0.52926 -0.11533 3.97515
H 2.06603 -1.02105 5.34695
H 0.88271 0.26204 5.47811
C 1.59148 -3.20227 -0.55946
O 0.94419 -3.14983 -1.57642
N 1.20705 -2.53284 0.48559
N 2.65006 -3.96006 -0.39042
H 0.40744 -1.91835 0.42972
H 1.68781 -2.61741 1.36979
H 3.00930 -3.92687 0.55295
H 2.82918 -4.70398 -1.04966
C -3.67261 1.50092 1.82153
O -4.76324 1.95178 1.96592
N -3.32627 0.71224 0.88976
N -2.75325 1.74109 2.73436
H -2.34791 0.46466 0.93001
H -3.88438 0.34062 0.13443
H -3.08978 2.37570 3.44437
H -1.93740 1.14637 2.76246
C -2.69262 -2.91775 2.00430
O -2.31627 -3.45920 0.98513
N -3.66800 -3.40907 2.69781
N -2.19855 -1.81803 2.54922
H -4.06373 -2.94400 3.50231
H -4.11844 -4.24139 2.34503
H -2.83584 -1.36951 3.19170
H -1.45416 -1.47075 1.96152
```

Computed properties:
Gap between HOMO and LUMO (spin up / spin down)   5.48 / 3.00 eV
Total charge   +2
2S+1   2

# 8
Computed, not measured: C15H19N3O3Re as an isolated structure at a distorted geometry, with wB97M-V/def2-TZVPD.

```
41
C15H19N3O3Re, DFT wB97M-V/def2-TZVPD
N 0.26454 2.05757 0.50262
C 0.32214 3.21297 0.48452
C 0.39514 4.67797 0.46302
H -0.61026 5.09117 0.39192
H 0.98174 5.00167 -0.39588
H 0.86774 5.03217 1.37852
N 2.00164 -1.38213 0.16762
C 2.95804 -2.00493 -0.02278
C 4.17104 -2.79423 -0.26268
H 4.77444 -2.31133 -1.03028
H 3.89494 -3.79453 -0.59428
H 4.74684 -2.86513 0.65962
N -1.84656 -1.18233 0.50352
C -2.88066 -1.70073 0.48522
C -4.19166 -2.35813 0.46332
H -4.19826 -3.17973 1.17882
H -4.38906 -2.74563 -0.53548
H -4.96376 -1.63823 0.73202
Re 0.16534 -0.18553 0.68882
C 0.19404 -1.90923 2.04242
O 0.21034 -2.79753 2.75712
C 1.75384 0.48497 2.04202
O 2.57224 0.83047 2.75692
C 0.62684 1.12707 -2.64658
C -0.73416 1.19457 -2.52698
C -1.46196 0.07187 -2.52838
C -0.84506 -1.14363 -2.64548
C 0.48624 -1.20913 -2.76288
C 1.23064 -0.06143 -2.76178
H 1.22064 2.02767 -2.67128
H -1.23226 2.14907 -2.45558
H -2.53666 0.13727 -2.45798
H -1.42466 -2.05333 -2.66878
H 0.96104 -2.17103 -2.87958
H 2.30264 -0.10203 -2.87748
C -0.77666 1.03907 3.15162
O -1.22686 0.64767 1.87732
H -1.65796 1.27857 3.78392
H -0.13076 1.94017 3.10362
H -0.27206 0.19577 3.66282
H -1.72266 1.39217 1.44682
```

Computed properties:
Gap between HOMO and LUMO (spin up / spin down)   8.00 / 4.44 eV
Total charge   +4
2S+1   4

# 9
Computed, not measured: C26H23AuF3O3S3 as an isolated structure, with wB97M-V/def2-TZVPD.

```
59
C26H23AuF3O3S3, DFT wB97M-V/def2-TZVPD
Au -0.51794 -1.48749 0.69828
O 1.42554 -2.04408 0.20069
C 1.82110 -1.88204 -1.12457
C 1.28547 -3.03436 -1.97973
C 1.24355 -4.32576 -1.54010
C 0.79135 -5.23737 -2.52665
C 0.50171 -4.61960 -3.70619
S 0.76558 -2.93448 -3.61107
C 3.34555 -1.98200 -1.13859
C 4.14678 -1.95118 -0.03927
C 5.52974 -2.02883 -0.36486
C 5.74479 -2.11507 -1.70514
S 4.27248 -2.11438 -2.58018
C 1.39841 -0.52332 -1.67932
C 0.22064 -0.16815 -2.27440
C 0.09819 1.23279 -2.47377
C 1.18344 1.91508 -2.02125
S 2.35388 0.86617 -1.35413
H 1.52991 -4.58732 -0.53183
H 0.67969 -6.30030 -2.36643
H 0.12691 -5.06250 -4.61459
H 3.73004 -1.87318 0.95272
H 6.32573 -2.02064 0.36628
H 6.68857 -2.18762 -2.22086
H -0.56260 -0.87185 -2.51296
H -0.76739 1.70422 -2.91691
H 1.34565 2.98113 -2.03519
C -1.04758 -3.71375 2.65908
O -0.54502 -2.43230 2.80314
H -1.30429 -4.06583 3.66992
H -0.31826 -4.40818 2.21805
H -1.97254 -3.70946 2.06727
C -4.54361 -1.71219 1.92910
C -3.44227 -0.93017 1.22021
C -4.00404 -0.02060 0.13161
O -2.53915 -1.84342 0.66526
H -5.28461 -1.04681 2.38156
H -4.11036 -2.33473 2.71299
H -5.05416 -2.36324 1.21475
H -2.94030 -0.29492 1.96222
H -4.55080 -0.61243 -0.60700
H -3.18067 0.48563 -0.37635
H -4.67911 0.73734 0.54051
F 0.79260 7.92214 2.00655
C -0.20306 7.42446 1.24602
F -1.35132 7.98323 1.69820
F -0.02058 7.91957 -0.00163
C -0.25630 5.93126 1.26067
C 0.63770 5.18599 2.01484
C 0.55956 3.80411 2.01212
C -0.41425 3.14132 1.25993
C -1.30840 3.91095 0.50129
C -1.23059 5.28843 0.50169
C -0.49486 1.71974 1.24461
C -0.56236 0.51414 1.13835
H 1.39603 5.68392 2.60366
H 1.25608 3.21607 2.59409
H -2.06155 3.40174 -0.08494
H -1.92864 5.87013 -0.08771
```

Computed properties:
Gap between HOMO and LUMO (spin up / spin down)   7.31 / 7.02 eV
Total charge   -1
2S+1   3

> Among the records above, which one has the highest 2S+1?

C15H19N3O3Re

> Which value of 2S+1 does entry 5 give?

1